No. 1
{
  "formula": "C51H45Cl3N3NaP3SiTe",
  "method": "ωB97M-V/def2-TZVPD",
  "symbols": ["Na", "Te", "C", "C", "C", "N", "C", "C", "C", "P", "C", "C", "C", "C", "C", "C", "C", "C", "C", "C", "C", "C", "P", "C", "C", "C", "C", "C", "C", "C", "C", "C", "C", "C", "C", "H", "H", "H", "H", "H", "H", "H", "H", "H", "H", "H", "H", "H", "H", "H", "H", "H", "H", "H", "H", "H", "H", "H", "H", "C", "N", "C", "C", "N", "H", "H", "H", "H", "H", "H", "Cl", "Si", "Cl", "Cl", "C", "C", "C", "C", "C", "C", "P", "C", "C", "C", "C", "C", "C", "C", "C", "C", "C", "C", "C", "H", "H", "H", "H", "H", "H", "H", "H", "H", "H", "H", "H", "H", "H", "H"],
  "positions_angstrom": [[2.02, -0.63, -1.05], [-2.04, -0.43, 3.02], [-1.61, -1.63, 4.79], [-1.89, -1.02, 5.98], [-1.71, -1.70, 7.17], [-1.25, -2.94, 7.27], [-1.10, -3.54, 6.10], [-1.28, -2.99, 4.87], [-0.47, -0.49, 1.64], [-0.08, -1.91, 0.62], [0.93, -3.01, 1.57], [1.24, -4.26, 0.96], [2.02, -5.20, 1.64], [2.42, -4.92, 2.92], [2.19, -3.68, 3.47], [1.49, -2.72, 2.79], [-1.65, -2.86, 0.39], [-2.60, -2.37, -0.51], [-3.87, -2.89, -0.66], [-4.18, -4.01, 0.08], [-3.26, -4.50, 1.00], [-2.04, -3.88, 1.16], [0.89, 0.71, 1.69], [1.80, 0.71, 3.37], [1.05, 0.68, 4.56], [1.69, 0.54, 5.78], [3.05, 0.41, 5.83], [3.81, 0.50, 4.66], [3.21, 0.60, 3.43], [0.04, 2.34, 1.65], [-0.81, 2.64, 0.56], [-1.23, 3.96, 0.39], [-0.86, 4.96, 1.32], [-0.06, 4.64, 2.42], [0.34, 3.32, 2.58], [-2.38, -0.04, 6.08], [-1.90, -1.21, 8.13], [-0.84, -4.58, 6.26], [-1.04, -3.66, 4.05], [0.78, -4.59, 0.00], [2.19, -6.19, 1.23], [2.96, -5.67, 3.49], [2.68, -3.38, 4.37], [1.36, -1.72, 3.23], [-2.45, -1.42, -1.00], [-4.60, -2.49, -1.33], [-5.12, -4.53, -0.04], [-3.58, -5.30, 1.64], [-1.34, -4.28, 1.90], [-0.07, 0.72, 4.58], [1.09, 0.39, 6.71], [3.62, 0.34, 6.79], [4.87, 0.56, 4.79], [3.81, 0.50, 2.54], [-1.13, 1.83, -0.09], [-1.91, 4.21, -0.43], [-1.14, 6.00, 1.21], [0.20, 5.38, 3.14], [0.92, 2.93, 3.43], [6.18, -1.33, -0.94], [5.34, -2.37, -0.41], [5.19, -2.49, 1.08], [4.20, -2.49, -1.08], [3.20, -2.61, -1.64], [5.90, -0.32, -0.50], [5.98, -1.24, -1.97], [7.22, -1.52, -0.72], [4.84, -1.59, 1.52], [6.15, -2.73, 1.52], [4.51, -3.31, 1.43], [3.19, 2.99, -4.25], [3.39, 1.24, -2.81], [4.66, -0.11, -4.02], [4.95, 1.85, -1.41], [-6.17, 1.92, -4.27], [-5.29, 1.08, -4.87], [-3.96, 1.14, -4.52], [-3.49, 2.20, -3.72], [-4.42, 3.10, -3.14], [-5.80, 2.95, -3.42], [-1.75, 2.53, -3.17], [-1.39, 3.82, -4.40], [-0.37, 4.75, -3.96], [0.07, 5.66, -4.87], [-0.61, 5.88, -6.09], [-1.70, 5.06, -6.43], [-2.11, 3.99, -5.62], [-0.84, 1.12, -3.63], [-0.99, 0.01, -2.85], [-0.34, -1.19, -3.18], [0.55, -1.21, -4.22], [0.77, 0.00, -4.94], [0.07, 1.17, -4.68], [-7.22, 1.85, -4.48], [-5.65, 0.24, -5.46], [-3.23, 0.41, -4.84], [-4.14, 3.88, -2.48], [-6.54, 3.54, -2.96], [0.22, 4.47, -3.10], [0.80, 6.47, -4.64], [-0.33, 6.72, -6.75], [-2.16, 5.11, -7.36], [-2.85, 3.30, -5.99], [-1.54, 0.06, -1.93], [-0.40, -2.03, -2.50], [0.98, -2.14, -4.51], [1.60, -0.07, -5.67], [0.15, 2.04, -5.24]],
  "lowdin_charge": [0.03, 1.21, -0.51, -0.20, -0.18, 0.05, -0.19, -0.11, -1.05, 0.86, -0.42, -0.11, -0.11, -0.12, -0.10, -0.11, -0.39, -0.10, -0.08, -0.10, -0.07, -0.14, 0.91, -0.37, -0.14, -0.10, -0.11, -0.11, -0.11, -0.40, -0.10, -0.09, -0.10, -0.09, -0.10, 0.10, 0.10, 0.10, 0.09, 0.12, 0.10, 0.10, 0.10, 0.09, 0.07, 0.10, 0.10, 0.09, 0.10, 0.05, 0.11, 0.11, 0.09, 0.09, 0.07, 0.08, 0.09, 0.09, 0.09, -0.09, -0.17, 0.00, -0.31, 0.19, 0.04, 0.01, 0.09, 0.06, 0.08, 0.10, -0.05, -0.32, 0.00, 0.03, -0.12, -0.11, -0.09, -0.35, -0.09, -0.07, 1.09, -0.36, -0.11, -0.11, -0.08, -0.09, -0.06, -0.43, -0.12, -0.10, -0.08, -0.09, -0.09, 0.09, 0.11, 0.11, 0.08, 0.08, 0.10, 0.11, 0.10, 0.07, 0.10, 0.07, 0.08, 0.10, 0.11, 0.08],
  "lumo_ev": 1.83,
  "charge": -1,
  "e_above_lowest_kj_mol": 169.6,
  "homo_lumo_gap_ev": 6.515
}

---

No. 2
{
  "formula": "C51H46Cl2IN4O3P2RuS",
  "method": "ωB97M-V/def2-TZVPD",
  "symbols": ["Ru", "C", "C", "C", "C", "C", "C", "C", "S", "O", "O", "N", "C", "C", "C", "C", "C", "C", "C", "C", "N", "C", "H", "H", "H", "H", "H", "H", "H", "H", "H", "H", "H", "H", "H", "C", "C", "P", "C", "C", "C", "C", "C", "C", "C", "C", "C", "C", "C", "C", "C", "P", "C", "C", "C", "C", "C", "C", "C", "C", "C", "C", "C", "C", "H", "H", "H", "H", "H", "H", "H", "H", "H", "H", "H", "H", "H", "H", "H", "H", "H", "H", "H", "H", "H", "H", "H", "H", "H", "H", "Cl", "C", "C", "C", "C", "C", "Cl", "C", "N", "H", "H", "H", "N", "C", "O", "C", "I", "H", "H", "H", "H"],
  "positions_angstrom": [[0.02, -0.11, 0.25], [3.32, -2.30, 7.64], [2.94, -2.33, 6.18], [3.39, -3.34, 5.34], [3.01, -3.39, 4.01], [2.17, -2.41, 3.51], [1.73, -1.38, 4.32], [2.12, -1.34, 5.65], [1.60, -2.54, 1.83], [2.50, -3.45, 1.18], [0.20, -2.90, 1.90], [1.65, -1.05, 1.20], [2.88, -0.38, 1.10], [4.10, -0.81, 1.58], [5.25, -0.02, 1.43], [5.22, 1.18, 0.77], [3.99, 1.65, 0.25], [3.87, 2.85, -0.48], [2.65, 3.23, -0.95], [1.53, 2.43, -0.68], [1.60, 1.32, 0.00], [2.82, 0.88, 0.45], [4.09, -3.04, 7.86], [2.45, -2.52, 8.26], [3.69, -1.31, 7.92], [4.04, -4.11, 5.74], [3.35, -4.18, 3.35], [1.10, -0.61, 3.91], [1.76, -0.53, 6.28], [4.19, -1.77, 2.06], [6.19, -0.38, 1.83], [6.11, 1.78, 0.63], [4.75, 3.45, -0.66], [2.53, 4.13, -1.54], [0.56, 2.72, -1.05], [-3.43, -0.58, 0.77], [-2.70, -1.91, 0.66], [-1.09, -2.20, -0.70], [-1.78, -3.91, -0.92], [-2.48, -4.20, -2.08], [-3.03, -5.46, -2.28], [-2.88, -6.44, -1.31], [-2.18, -6.16, -0.14], [-1.65, -4.89, 0.06], [0.53, -2.60, -1.59], [1.00, -3.89, -1.82], [2.26, -4.10, -2.38], [3.06, -3.02, -2.72], [2.59, -1.73, -2.53], [1.34, -1.53, -1.97], [-3.02, 0.35, 1.94], [-1.28, 0.12, 2.51], [-0.80, 1.79, 3.09], [-1.70, 2.71, 3.61], [-1.27, 3.94, 4.09], [0.09, 4.25, 4.07], [1.00, 3.33, 3.57], [0.56, 2.11, 3.08], [-1.56, -0.69, 4.16], [-1.28, -0.04, 5.37], [-1.56, -0.65, 6.59], [-2.10, -1.93, 6.63], [-2.34, -2.60, 5.44], [-2.07, -1.99, 4.23], [-4.50, -0.78, 0.86], [-3.31, -0.03, -0.16], [-3.37, -2.70, 0.36], [-2.18, -2.20, 1.57], [-2.60, -3.44, -2.84], [-3.58, -5.67, -3.19], [-3.28, -7.43, -1.47], [-2.05, -6.92, 0.61], [-1.10, -4.67, 0.97], [0.41, -4.76, -1.56], [2.62, -5.11, -2.52], [4.05, -3.18, -3.13], [3.19, -0.87, -2.81], [0.98, -0.51, -1.88], [-3.68, 0.21, 2.79], [-3.10, 1.39, 1.61], [-2.76, 2.47, 3.64], [-1.98, 4.65, 4.48], [0.43, 5.21, 4.44], [2.06, 3.56, 3.56], [1.27, 1.40, 2.68], [-0.85, 0.95, 5.37], [-1.34, -0.12, 7.50], [-2.32, -2.39, 7.58], [-2.73, -3.61, 5.46], [-2.25, -2.55, 3.32], [-1.33, 3.69, 0.48], [-2.10, 3.15, -0.97], [-2.84, 4.07, -1.69], [-3.54, 3.68, -2.82], [-3.52, 2.34, -3.20], [-2.76, 1.44, -2.50], [-2.78, -0.21, -3.04], [-1.97, 1.78, -1.35], [-1.20, 0.90, -0.71], [-2.88, 5.09, -1.34], [-4.11, 4.40, -3.39], [-4.10, 2.00, -4.05], [-0.47, 2.08, -5.04], [0.16, 1.11, -4.34], [0.80, 1.34, -3.33], [0.07, -0.27, -4.95], [1.73, -0.56, -6.27], [-0.47, 3.02, -4.67], [-1.09, 1.88, -5.80], [-0.83, -0.42, -5.55], [0.15, -1.03, -4.19]],
  "lowdin_spin": [1.97, 0.00, 0.00, 0.00, 0.00, 0.00, 0.00, 0.00, 0.01, 0.01, 0.04, 0.04, 0.00, 0.01, 0.00, 0.01, 0.00, 0.01, 0.00, 0.02, 0.03, 0.00, 0.00, 0.00, 0.00, 0.00, 0.00, 0.00, 0.00, 0.00, 0.00, 0.00, 0.00, 0.00, 0.00, 0.03, 0.36, 0.78, 0.06, 0.02, 0.00, 0.00, 0.00, 0.01, 0.15, 0.05, 0.00, 0.04, 0.00, 0.07, 0.01, 0.08, 0.00, 0.00, 0.00, 0.00, 0.00, 0.00, 0.03, 0.01, 0.00, 0.01, 0.00, 0.01, 0.01, 0.01, 0.02, 0.02, 0.01, 0.00, 0.00, 0.00, 0.00, 0.00, 0.00, 0.00, 0.00, 0.01, 0.00, 0.00, 0.00, 0.00, 0.00, 0.00, 0.00, 0.00, 0.00, 0.00, 0.00, 0.00, 0.02, 0.10, -0.01, 0.10, -0.01, 0.10, 0.05, 0.08, 0.62, 0.00, 0.01, 0.00, 0.00, 0.00, 0.00, 0.00, 0.00, 0.00, 0.00, 0.00, 0.00],
  "lumo_ev": [0.20, -0.82],
  "spin_multiplicity": 6,
  "e_above_lowest_kj_mol": 149.2,
  "homo_lumo_gap_ev": [6.444, 6.639]
}

---

Number 1 is which compound?
C51H45Cl3N3NaP3SiTe